Record 1
This record from the OMol25 dataset describes an isolated molecule of C20H20N6S at a distorted geometry. The level of theory is wB97M-V/def2-TZVPD.

Charge: 0
Highest occupied orbital energy in eV: -8.0
M in g mol⁻¹: 376.49
SMILES: Cc1nsc(-c2ccc(N3CCC(n4ccc5ccccc54)CC3)nn2)n1
Energy in Ha: -1500.828697

Last column: Löwdin charge in e.
Positions of all 47 atoms, in Å:
S 2.105 0.205 -6.670  1.042
N 0.973 -0.209 -2.409  0.070
N 3.196 2.328 -5.779  0.104
N 0.503 0.426 -0.164  -0.052
N -2.013 -1.044 2.854  -0.016
N 2.933 1.223 -7.722  -0.251
N 1.468 -0.039 -3.635  0.070
C 2.062 2.187 -3.102  -0.002
C 0.990 0.770 -1.453  -0.245
C -3.134 -3.017 6.311  -0.094
C 3.486 2.193 -7.113  -0.551
C -1.019 1.021 1.692  -0.092
C 0.213 1.438 0.885  -0.143
C 4.416 3.115 -7.841  -0.026
C -0.759 -0.377 2.397  -0.229
C -3.108 -1.307 2.061  -0.080
C -4.023 -2.047 2.747  -0.025
C -3.920 -3.023 5.147  -0.027
C -1.380 -1.711 5.199  -0.017
C 1.522 2.008 -1.831  0.006
C 0.148 -1.296 1.589  -0.129
C 2.469 1.310 -5.380  -0.534
C -2.216 -1.654 4.071  -0.179
C 0.108 -0.992 0.110  -0.144
C -3.461 -2.310 4.043  -0.188
C 2.034 1.143 -4.001  -0.297
C -1.906 -2.343 6.306  -0.116
H -4.978 -2.394 2.405  0.100
H 1.591 2.791 -1.070  0.105
H -0.931 -1.147 -0.247  0.125
H 3.969 3.426 -8.774  0.072
H 0.709 -1.719 -0.420  0.109
H -4.875 -3.543 5.120  0.110
H 0.018 2.409 0.401  0.118
H 1.161 -1.236 1.956  0.116
H 2.499 3.109 -3.443  0.110
H -3.293 -0.960 1.036  0.126
H -0.110 -2.313 1.819  0.122
H -1.172 1.707 2.527  0.118
H 4.609 4.015 -7.247  0.077
H -1.916 0.991 1.083  0.107
H -3.421 -3.510 7.234  0.095
H 5.342 2.550 -8.045  0.088
H 1.066 1.548 1.543  0.120
H -0.434 -1.191 5.256  0.099
H -0.195 -0.181 3.312  0.128
H -1.328 -2.348 7.238  0.103

Record 2
This record from the OMol25 dataset describes a structure of composition C20H19F2N5O4V at a distorted geometry. The level of theory is wB97M-V/def2-TZVPD.

⟨S²⟩: 1.037
Charge: 0
Multiplicity: 2
Highest occupied orbital energy (alpha / beta) in eV: -7.1 / -4.7
M in g mol⁻¹: 482.34
Energy in Ha: -2492.074499

Last column: Löwdin charge in e.
Positions of all 51 atoms, in Å:
V 0.211 0.407 -0.178  0.889
F 1.797 1.034 -2.593  -0.083
F 2.275 2.495 -0.989  -0.134
O 2.075 -0.352 3.296  0.112
O 0.860 -1.596 -0.859  0.004
O -1.588 -0.673 1.103  -0.083
O -2.199 -0.920 -1.444  0.042
N -2.523 0.088 -3.430  -0.038
N -1.061 1.022 -1.803  0.101
N -0.135 3.088 -2.148  0.200
N -0.232 1.774 1.208  -0.027
N 1.392 -0.663 1.094  0.052
C -2.288 1.138 -4.255  -0.042
C 1.393 -1.716 0.263  -0.433
C -2.302 0.550 1.347  -0.178
C 1.955 -1.036 2.311  -0.383
C -0.633 3.001 3.704  -0.078
C 3.009 -3.330 3.054  0.001
C -1.501 2.162 -3.882  0.012
C 2.040 -2.901 0.894  -0.082
C -1.919 0.019 -2.183  -0.460
C 1.914 1.116 -1.189  -0.313
C 2.387 -2.483 2.166  -0.081
C -1.565 2.114 3.181  -0.030
C 3.279 -4.628 2.620  -0.068
C 2.929 -5.046 1.339  -0.071
C 2.296 -4.179 0.449  0.001
C 0.673 2.641 1.732  -0.118
C -1.359 1.540 1.947  -0.256
C -0.890 2.083 -2.593  -0.351
C 0.502 3.260 2.945  -0.069
C -3.417 -1.003 -3.804  0.001
H -3.143 0.372 2.020  0.122
H 1.560 2.800 1.135  0.099
H 1.274 3.929 3.301  0.106
H 0.483 2.908 -1.366  0.066
H 2.854 0.594 -0.975  0.094
H 3.151 -6.060 1.031  0.102
H -2.690 0.922 0.392  0.116
H -3.750 -0.833 -4.825  0.090
H -1.882 -1.018 0.236  0.043
H 3.275 -2.994 4.048  0.120
H -1.311 2.993 -4.542  0.114
H -2.463 1.859 3.729  0.113
H -2.774 1.098 -5.220  0.131
H 3.769 -5.323 3.288  0.103
H -4.274 -1.033 -3.134  0.100
H -0.779 3.460 4.671  0.099
H -2.892 -1.952 -3.736  0.101
H 0.199 3.766 -2.811  0.124
H 2.016 -4.493 -0.548  0.119

Record 3
This record from the OMol25 dataset describes a cluster of 2 separate species, C10H16 in total at a distorted geometry. The level of theory is wB97M-V/def2-TZVPD.

Charge: 0
Highest occupied orbital energy in eV: -8.8
M in g mol⁻¹: 136.24
SMILES: Cc1ccccc1.CCC
Energy in Ha: -390.507217

Last column: Löwdin charge in e.
Positions of all 26 atoms, in Å:
C -0.726 -2.563 -0.192  -0.088
C 0.060 -2.985 0.871  -0.071
C -0.971 -1.175 -2.289  -0.080
C -0.223 -1.918 -1.273  -0.362
C 1.184 -1.808 -1.554  -0.036
C 0.682 3.383 0.550  -0.135
C 0.050 2.184 1.127  -0.285
C -1.582 2.372 1.359  -0.082
C 2.035 -2.066 -0.420  -0.065
C 1.480 -2.794 0.723  -0.067
H -1.657 2.795 2.391  0.068
H -1.090 -1.905 -3.265  0.147
H 1.665 3.073 0.065  0.094
H -2.020 -1.186 -1.859  0.084
H 0.253 1.871 2.107  0.067
H 0.183 1.269 0.623  0.065
H -1.836 3.375 0.868  0.060
H -2.415 1.853 1.008  0.022
H 1.626 -1.065 -2.288  0.125
H -1.900 -2.479 -0.132  0.147
H 2.139 -2.811 1.639  0.103
H -0.125 3.821 -0.083  0.079
H 3.042 -1.815 -0.424  0.061
H 1.102 4.135 1.160  0.049
H -0.601 -0.220 -2.432  0.044
H -0.355 -3.339 1.720  0.058

Record 4
This record from the OMol25 dataset describes a structure of composition C13H21CoN2O3S. The level of theory is wB97M-V/def2-TZVPD.

⟨S²⟩: 6.015
Charge: +2
Multiplicity: 5
Highest occupied orbital energy (alpha / beta) in eV: -16.5 / -17.1
M in g mol⁻¹: 344.32
Energy in Ha: -2623.546297

Last column: Löwdin charge in e.
Positions of all 41 atoms, in Å:
Co -0.238 0.189 1.141  0.776
S 2.183 -0.652 1.463  0.515
O 0.890 -1.435 1.370  -0.369
O 3.085 -0.907 0.383  -0.263
O 1.669 0.762 1.543  -0.354
N 0.227 0.148 -3.614  -0.041
N -0.044 0.238 -1.192  -0.194
C 1.429 0.781 -3.156  -0.022
C -0.080 -1.162 -1.625  -0.069
C -1.130 0.990 -1.822  -0.083
C -1.535 -0.802 3.454  -0.023
C 1.247 0.839 -1.555  -0.068
C -1.090 0.488 3.712  -0.031
C -0.962 0.931 -3.419  -0.032
C -1.357 1.515 2.806  -0.061
C -2.260 -1.083 2.294  -0.037
C -2.539 -0.064 1.388  -0.103
C -2.084 1.245 1.638  -0.133
C 0.099 -1.227 -3.224  -0.025
C 2.953 -1.048 2.975  -0.099
H 3.845 -0.426 3.055  0.097
H 1.277 1.874 -1.225  0.142
H 0.995 -1.783 -3.483  0.149
H -2.391 2.062 0.998  0.131
H 2.060 0.288 -1.091  0.094
H -3.161 -0.270 0.526  0.126
H -1.316 -1.599 4.153  0.139
H -2.089 0.555 -1.554  0.121
H -1.095 2.028 -1.498  0.135
H -1.033 -1.610 -1.354  0.136
H -0.833 1.928 -3.831  0.146
H -1.027 2.523 3.018  0.141
H -2.601 -2.090 2.095  0.138
H 2.299 0.185 -3.414  0.149
H -0.528 0.702 4.612  0.139
H 1.518 1.781 -3.570  0.147
H -0.772 -1.677 -3.691  0.145
H 3.224 -2.103 2.930  0.096
H 0.727 -1.709 -1.146  0.122
H -1.817 0.444 -3.880  0.145
H 2.256 -0.848 3.788  0.079

The highest charge belongs to which entry?
C13H21CoN2O3S

Look up the charge of the fourth one.
+2